Entry 1:
15
Properties=species:S:1:pos:R:3 method="wB97M-V/def2-TZVPD" relative_energy_kcal_mol=69.3 total_charge=0 mol_weight_g_mol=96.133 e_tot_ha=-304.725008
C -1.93402 0.28533 -0.10670
C 0.89550 1.04873 0.85689
C 1.07682 1.52812 -0.53640
C -0.34989 -1.90977 0.15752
C -0.19507 -0.63072 -0.62260
N -2.91289 0.81389 0.15733
N 0.87831 0.13997 -0.25076
H 1.74234 0.98250 1.52556
H -0.05511 1.26335 1.33317
H 0.27121 2.09002 -0.99693
H 2.06925 1.78245 -0.88487
H -0.39250 -1.70041 1.22489
H 0.50330 -2.56338 -0.02620
H -1.26049 -2.42333 -0.13744
H -0.33675 -0.70675 -1.69344

Entry 2:
15
Properties=species:S:1:pos:R:3 method="wB97M-V/def2-TZVPD" relative_energy_kcal_mol=144.4 total_charge=0 mol_weight_g_mol=96.133 e_tot_ha=-304.605456
C -0.54959 -0.08520 1.57515
C 0.47272 -0.13798 0.46760
C -0.26103 -1.09576 -1.46471
C -0.32281 0.42145 -1.47101
C 1.70527 0.35358 0.65647
N 0.26953 -1.47716 -0.37383
N -1.48915 1.00777 -1.54440
H -2.01256 0.94066 -0.66685
H -0.60284 -1.71669 -2.29661
H 0.58439 0.83702 -1.92915
H -0.42073 -0.93067 2.25580
H -0.46611 0.83284 2.16410
H -1.56058 -0.13245 1.16645
H 2.04199 1.38098 0.57805
H 2.61150 -0.19839 0.88295

Entry 3:
15
Properties=species:S:1:pos:R:3 method="wB97M-V/def2-TZVPD" relative_energy_kcal_mol=88.9 total_charge=0 mol_weight_g_mol=96.133 e_tot_ha=-304.693880
C -0.33019 1.32630 1.48795
C 0.72338 0.36924 0.94346
N 0.26871 -0.31940 -0.26000
C 0.19011 0.23561 -1.52244
C -0.50887 -0.60546 -2.36327
N -0.81811 -1.74445 -1.50753
C -0.27360 -1.53926 -0.30707
H 0.04060 1.82209 2.39046
H -0.57618 2.09489 0.74951
H -1.24946 0.78979 1.74083
H 0.98531 -0.39031 1.68600
H 1.64136 0.90627 0.68670
H 0.62810 1.20904 -1.70201
H -0.40374 -1.94729 -2.56641
H -0.31741 -2.20705 0.54381

Entry 4:
15
Properties=species:S:1:pos:R:3 method="wB97M-V/def2-TZVPD" relative_energy_kcal_mol=192.3 total_charge=0 mol_weight_g_mol=96.133 e_tot_ha=-304.529102
C -0.76105 0.46056 -1.25278
C -1.62565 1.02910 -0.17978
C -0.55685 -0.35970 -0.02861
C 0.79440 -0.84457 0.22472
N 1.91537 1.22576 0.64662
C 1.91242 -0.09313 0.47072
N -1.56858 -1.36688 0.20138
H -1.03473 -0.14985 -2.09960
H 2.86260 1.56814 0.50288
H 0.01674 1.20672 -1.48063
H -2.29051 1.87098 -0.48361
H -1.60248 -1.40479 1.22548
H 0.80392 -1.93492 0.32579
H 2.88161 -0.66508 0.40428
H -2.51072 -0.99148 0.08055

Entry 5:
15
Properties=species:S:1:pos:R:3 method="wB97M-V/def2-TZVPD" relative_energy_kcal_mol=95.3 total_charge=0 mol_weight_g_mol=96.133 e_tot_ha=-304.683676
C 0.94528 1.30280 1.21156
N 0.36872 0.07987 0.69606
C 0.40112 -0.44303 -0.67485
C -0.19425 -1.80538 -0.60624
C -0.72722 0.20181 -1.54937
C -0.72410 -1.75513 0.70297
N -0.35117 -0.68972 1.44122
H 1.92253 1.47699 0.75008
H 1.07725 1.19798 2.29030
H 0.29845 2.16448 1.01117
H 1.38478 -0.28787 -1.12479
H -1.63819 -0.40147 -1.51978
H -0.40212 0.21867 -2.58784
H -0.97100 1.21154 -1.20889
H -1.39007 -2.47155 1.16841

Entry 6:
15
Properties=species:S:1:pos:R:3 method="wB97M-V/def2-TZVPD" relative_energy_kcal_mol=108.6 total_charge=0 mol_weight_g_mol=96.133 e_tot_ha=-304.662381
C -2.31559 -0.55071 0.04138
N -1.25332 0.43845 0.34014
C -0.10542 0.42276 -0.63235
C 1.27207 0.27160 -0.14293
C 2.28435 -0.70393 0.28524
C 0.88188 1.48777 -0.35739
N -1.31597 1.25712 1.23196
H -2.78441 -0.30675 -0.91827
H -3.03484 -0.46885 0.85372
H -1.88570 -1.55552 -0.01806
H -0.41808 0.01324 -1.59968
H 3.24803 -0.20313 0.39822
H 2.37866 -1.50847 -0.45211
H 1.98316 -1.14004 1.24139
H 1.06518 2.54645 -0.27126

Entry 7:
15
Properties=species:S:1:pos:R:3 method="wB97M-V/def2-TZVPD" relative_energy_kcal_mol=115.7 smiles="[H]/N=C1/NC[C@@H]2C[C@@H]12" total_charge=0 mol_weight_g_mol=96.133 e_tot_ha=-304.651170
C 0.95683 -0.32184 0.27146
C -0.51022 1.48929 0.02023
C -0.99464 0.14979 -0.57154
C -1.71898 -1.03558 -0.16429
C -0.49280 -0.64408 0.66273
H 1.90973 -1.88680 -0.10933
H 1.64559 1.36408 -0.54272
H -0.62241 2.33690 -0.77132
H -0.86673 1.84315 0.99548
H -0.22989 0.03906 -1.51446
H -2.50653 -0.90827 0.61960
H -1.64626 -1.77952 -0.98183
H -1.00124 -0.09051 1.59979
N 1.98374 -0.91656 -0.18339
N 0.85578 1.09604 0.09671

Entry 8:
15
Properties=species:S:1:pos:R:3 method="wB97M-V/def2-TZVPD" relative_energy_kcal_mol=40.1 smiles="C1=NN=CCCC1" total_charge=0 mol_weight_g_mol=96.133 e_tot_ha=-304.771531
C 1.58367 0.17921 -0.00043
C 0.88282 -1.07558 -0.55413
C -0.30725 -1.42599 0.30068
C -0.61343 1.31437 -0.30538
C 0.60495 1.22115 0.57202
H 2.28494 -0.13091 0.76898
H 2.15981 0.64937 -0.80515
H 1.59557 -1.90022 -0.63874
H 0.54737 -0.82221 -1.55686
H -0.31095 -2.28454 0.95755
H -0.72549 2.15831 -0.96404
H 0.27437 0.91209 1.60241
H 1.07976 2.18833 0.67178
N -1.34735 -0.68266 0.43629
N -1.48264 0.38992 -0.45235

Entry 9:
15
Properties=species:S:1:pos:R:3 method="wB97M-V/def2-TZVPD" relative_energy_kcal_mol=33.8 smiles=Cn1cccc1N total_charge=0 mol_weight_g_mol=96.133 e_tot_ha=-304.781621
C -0.96358 -0.96027 0.73879
N -0.33345 -0.65385 -0.57551
C 0.95576 -1.20773 -0.34116
C 1.79615 -0.22776 0.04590
C 1.12589 1.04287 -0.15498
C -0.13190 0.74940 -0.57641
N -1.19667 1.55261 -0.94920
H -1.96551 -0.51048 0.82137
H -1.04833 -2.04406 0.86715
H -0.19569 -0.58536 1.46920
H 1.00959 -2.28497 -0.24776
H 2.77754 -0.36702 0.47479
H 1.55289 2.02475 -0.00402
H -2.05751 1.05796 -1.12787
H -1.32518 2.41393 -0.44030

Entry 10:
15
Properties=species:S:1:pos:R:3 method="wB97M-V/def2-TZVPD" relative_energy_kcal_mol=17.0 smiles=Cc1cnn(C)c1 total_charge=0 mol_weight_g_mol=96.133 e_tot_ha=-304.808387
C -2.55052 -0.18148 -0.36329
N -1.16460 0.11974 -0.10553
C -0.04784 -0.61005 -0.34002
C 1.04165 0.10971 0.13989
C 2.50530 -0.34142 0.05929
C 0.40825 1.27631 0.69555
N -0.89890 1.26871 0.49947
H -2.81832 0.12492 -1.37588
H -3.14037 0.39054 0.35740
H -2.72576 -1.24809 -0.21911
H -0.12117 -1.58420 -0.80993
H 2.85238 -0.43202 -0.97731
H 2.65633 -1.32142 0.52577
H 3.16747 0.36517 0.55953
H 0.75868 2.05072 1.36560

Entry 11:
15
Properties=species:S:1:pos:R:3 method="wB97M-V/def2-TZVPD" relative_energy_kcal_mol=93.9 total_charge=0 mol_weight_g_mol=96.133 e_tot_ha=-304.685822
C 2.40956 -0.59447 -0.12927
C 1.10953 0.15456 0.06574
C -0.12059 -0.56107 -0.26099
C -1.26261 0.05573 0.10112
N -2.70752 -0.18575 -0.11509
C -2.05999 0.99511 0.65168
N 1.02873 1.35086 0.52827
H 2.51127 -1.38353 0.62529
H 2.44981 -1.07487 -1.11337
H 3.26406 0.08304 -0.03602
H -0.11249 -1.54397 -0.71987
H -3.02591 -0.13580 -1.08138
H -3.21002 -0.86742 0.44396
H -2.23393 2.00153 0.29505
H 1.96008 1.70606 0.74488

Entry 12:
15
Properties=species:S:1:pos:R:3 method="wB97M-V/def2-TZVPD" relative_energy_kcal_mol=62.0 total_charge=0 mol_weight_g_mol=96.133 e_tot_ha=-304.736628
C 1.44867 0.30021 2.22116
N 0.86370 -0.16765 1.15304
C -0.26857 0.55223 0.50712
C -0.40038 -0.19790 -0.78535
C -1.31889 0.19390 -1.89425
C 0.41730 -1.25666 -0.64689
N 1.16411 -1.29713 0.52790
H -0.04628 1.62230 0.45430
H 1.20354 1.30457 2.53540
H 2.19537 -0.30187 2.71746
H -1.14267 0.41267 1.15706
H -1.26916 -0.53680 -2.70744
H -1.06287 1.17648 -2.31457
H -2.36445 0.25281 -1.56202
H 0.58060 -2.05716 -1.36293